[1]
DFT (ωB97M-V/def2-TZVPD) results for C17H15Cl2F6O3PPt as an isolated structure in a non-equilibrium geometry.

The calculation puts the max |F| at 0.101 hartree/bohr. The spin multiplicity is 2. As for the charge: +1. Its electronic energy is -2862.55749 hartree. For the HOMO-LUMO gap (alpha / beta), the calculation gives 4.3 / 4.1 eV.

Last column: Löwdin charge in e.
CARTESIAN COORDINATES (ANGSTROEM)
Cl1 4.320 4.597 -1.277  0.746
C1 1.223 -2.562 0.897  -0.223
H1 -0.121 0.339 3.069  0.132
C2 0.788 2.780 -1.646  -0.109
H2 3.253 -0.944 3.987  0.087
F1 -5.851 -1.150 -2.143  -0.064
C3 -0.706 -2.386 -0.625  -0.117
C4 3.121 3.388 -1.369  -0.667
C5 -0.567 3.228 -1.873  -0.126
H3 -2.026 0.290 0.431  0.014
C6 1.790 -3.686 0.093  -0.040
H4 1.122 -4.547 0.118  0.101
H5 1.533 4.786 -1.671  0.124
H6 1.941 -3.394 -0.944  0.080
H7 -2.627 -1.224 1.170  0.106
P1 -5.069 0.099 -1.627  0.220
O1 -1.499 -1.770 -1.319  -0.017
H8 4.510 1.767 -1.105  0.122
H9 2.745 -3.997 0.506  0.092
C7 -0.016 -1.964 0.575  -0.116
C8 3.474 2.038 -1.244  -0.084
H10 -0.440 -3.400 -0.973  0.159
H11 2.472 0.622 3.728  0.096
C9 -1.906 -0.423 1.314  0.000
C10 -0.521 -0.934 1.411  -0.192
O2 -1.579 2.553 -1.986  -0.026
C11 0.262 -0.455 2.449  0.027
H12 -2.185 0.160 2.192  0.119
C12 1.794 3.742 -1.572  -0.045
C13 2.503 1.070 -1.282  -0.563
C14 1.962 -2.057 1.963  0.018
Cl2 2.905 -0.572 -1.110  0.833
F2 -4.032 1.386 -1.052  -0.277
F3 -3.838 -0.164 -2.758  -0.243
Pt1 -1.987 0.421 -1.391  1.491
F4 -5.737 1.127 -2.602  -0.073
C15 2.298 -0.443 3.873  -0.022
F5 -4.137 -0.835 -0.617  -0.228
C16 1.098 1.379 -1.479  -0.335
H13 1.737 -0.546 4.801  0.100
C17 1.513 -0.993 2.738  -0.223
F6 -6.036 0.407 -0.423  -0.082
H14 2.920 -2.496 2.191  0.128
O3 0.265 0.433 -1.468  -0.088
H15 -0.669 4.326 -1.948  0.166


[2]
DFT (ωB97M-V/def2-TZVPD) results for C36H22BrN4O5STi as an isolated structure in a non-equilibrium geometry.

The calculation puts the max |F| at 0.063 hartree/bohr. As for the charge: -1. Its electronic energy is -5802.21067 hartree. For the HOMO-LUMO gap, the calculation gives 5.0 eV.

Last column: Löwdin charge in e.
CARTESIAN COORDINATES (ANGSTROEM)
H1 2.519 2.257 2.106  0.119
C1 -4.696 -2.811 -2.118  -0.102
C2 1.367 2.263 -1.089  -0.208
C3 0.890 -2.352 -3.916  -0.084
C4 1.540 2.467 2.520  -0.002
C5 2.119 -0.403 2.739  -0.053
C6 -3.337 -2.499 -2.108  -0.473
O1 2.371 0.541 0.116  -0.172
H2 -3.296 0.037 4.130  0.102
C7 0.675 1.434 2.722  -0.188
O2 3.742 2.076 -0.796  0.061
S1 -2.185 -2.600 -3.395  1.092
H3 1.838 4.610 2.540  0.106
H4 3.828 -5.287 1.469  0.098
H5 2.734 0.121 3.480  0.143
C8 -3.179 2.205 4.096  -0.066
C9 3.087 -1.583 -3.428  -0.090
C10 1.138 3.809 2.744  -0.056
Br1 5.759 -4.185 3.427  0.677
C11 4.182 -3.499 2.605  -0.694
C12 -0.121 4.089 3.166  -0.042
C13 0.454 -1.803 -2.709  -0.241
H6 -4.199 2.349 4.430  0.095
C14 -0.941 -2.009 -2.298  -0.491
C15 -0.996 2.097 -0.780  -0.207
C16 2.337 -3.802 1.100  0.011
H7 -2.154 3.755 -1.586  0.105
H8 4.289 -1.626 3.625  0.107
H9 -5.176 -3.179 -3.017  0.101
C17 -0.643 1.691 3.209  -0.160
H10 1.780 -4.390 0.383  0.121
H11 -0.445 5.112 3.317  0.107
C18 1.882 -2.497 1.370  -0.315
C19 -0.070 3.980 -1.960  -0.097
C20 -1.036 3.029 3.408  -0.152
Ti1 0.556 -0.309 0.114  1.128
C21 2.594 -1.725 2.313  -0.118
H12 2.158 3.984 -1.992  0.105
C22 -2.667 0.897 3.910  -0.149
C23 -2.705 -2.025 -0.957  -0.274
H13 -0.186 4.918 -2.491  0.083
C24 1.288 -1.086 -1.827  -0.080
H14 -2.698 4.279 3.990  0.113
N1 0.280 1.522 -0.702  -0.005
H15 4.138 -1.497 -3.685  0.096
O3 0.816 -2.031 0.772  -0.174
N2 -1.463 0.638 3.489  0.137
C25 -1.160 3.340 -1.473  -0.030
C26 -1.857 1.333 -0.056  -0.458
C27 3.745 -2.234 2.912  -0.090
H16 -5.357 -2.089 1.129  0.096
H17 -3.557 0.948 0.651  0.090
C28 2.632 1.622 -0.597  -0.567
C29 3.475 -4.290 1.699  -0.125
C30 -4.779 -2.198 0.218  -0.091
O4 -1.383 0.276 0.530  -0.146
N3 -1.348 -1.753 -1.107  0.091
H18 -2.920 -1.555 1.119  0.111
C31 2.215 -2.239 -4.290  -0.107
C32 -2.358 3.259 3.852  -0.026
H19 0.194 -2.884 -4.558  0.076
H20 2.565 -2.665 -5.223  0.091
C33 -5.413 -2.648 -0.949  -0.106
H21 3.359 -0.535 -1.611  0.088
C34 -3.432 -1.891 0.226  -0.018
C35 2.631 -1.032 -2.239  -0.088
O5 -3.185 1.643 0.093  0.069
N4 1.033 0.116 2.338  0.052
C36 1.260 3.447 -1.716  -0.018
H22 -6.472 -2.874 -0.934  0.094


[3]
DFT (ωB97M-V/def2-TZVPD) results for one molecule with the formula C4H6O2.

The calculation puts the max |F| at 0.014 hartree/bohr. Its electronic energy is -306.47606 hartree. For the HOMO-LUMO gap, the calculation gives 10.5 eV.

Last column: Löwdin charge in e.
CARTESIAN COORDINATES (ANGSTROEM)
C1 -1.593 -0.474 -0.094  -0.245
O1 -1.480 -1.149 -1.089  0.054
C2 1.404 0.223 -0.714  -0.006
H1 0.028 -1.306 1.012  0.127
H2 2.185 -0.384 -0.231  0.096
C3 0.428 0.732 0.311  -0.456
O2 0.201 1.902 0.538  0.085
H3 -2.510 0.125 0.075  0.134
C4 -0.474 -0.339 0.921  -0.084
H4 0.788 -0.408 -1.368  0.083
H5 1.876 1.060 -1.242  0.092
H6 -0.851 0.018 1.880  0.121


[4]
DFT (ωB97M-V/def2-TZVPD) results for one molecule with the formula C17H26INO3.

The calculation puts the max |F| at 0.013 hartree/bohr. Its electronic energy is -1241.57334 hartree. For the HOMO-LUMO gap, the calculation gives 8.7 eV.

Last column: Löwdin charge in e.
CARTESIAN COORDINATES (ANGSTROEM)
H1 3.240 2.741 2.192  0.107
C1 -3.464 -1.778 -1.168  -0.267
H2 4.326 1.791 1.176  0.118
C2 -4.173 -0.698 -0.391  -0.176
C3 -2.482 -2.478 -3.265  -0.195
H3 2.764 0.753 3.583  0.113
H4 0.187 0.490 -0.334  0.127
C4 -0.192 0.645 0.679  -0.203
C5 -3.192 -1.560 -2.517  0.034
C6 5.091 2.217 3.141  -0.280
C7 3.207 0.621 2.593  -0.225
O1 -1.352 -4.592 -3.378  0.085
H5 3.937 -0.189 2.665  0.111
N1 -3.223 0.107 0.352  0.064
H6 1.257 2.142 1.194  0.110
H7 6.628 3.707 3.439  0.066
C8 3.937 1.901 2.191  -0.238
H8 -1.763 1.793 1.629  0.120
C9 -1.375 1.618 0.623  -0.113
C10 2.116 0.206 1.605  -0.221
C11 -2.293 -3.888 -1.321  -0.082
H9 -2.953 -0.222 1.266  0.097
I1 -3.274 -3.328 1.477  0.890
H10 5.802 1.387 3.133  0.107
H11 -1.258 -4.261 -4.282  0.109
H12 -1.049 2.568 0.199  0.123
O2 -2.643 1.380 -1.415  0.063
C12 -2.497 -1.142 -5.237  -0.069
H13 -3.583 -1.028 -5.303  0.100
H14 2.546 0.125 0.604  0.115
C13 0.932 1.170 1.569  -0.221
H15 -3.528 -0.634 -2.953  0.110
H16 -4.896 -1.120 0.310  0.091
H17 -0.527 -0.324 1.057  0.110
C14 -2.464 1.044 -0.263  -0.506
C15 5.810 3.503 2.753  -0.120
H18 1.751 -0.785 1.887  0.111
H19 -4.689 -0.031 -1.085  0.125
H20 -2.079 -1.219 -6.239  0.095
H21 5.123 4.347 2.778  0.070
H22 4.704 2.310 4.158  0.108
C16 -2.036 -3.669 -2.662  -0.247
H23 -2.069 -0.276 -4.725  0.102
H24 -1.933 -4.799 -0.871  0.105
H25 0.552 1.313 2.583  0.120
O3 -2.149 -2.344 -4.587  -0.088
H26 6.217 3.424 1.747  0.070
C17 -2.989 -2.942 -0.589  -0.625


[5]
DFT (ωB97M-V/def2-TZVPD) results for a 2-piece molecular cluster, C42H56N2O3 overall in a non-equilibrium geometry.

The calculation puts the max |F| at 0.062 hartree/bohr. Its electronic energy is -1969.15853 hartree. For the HOMO-LUMO gap, the calculation gives 2.5 eV.

Last column: Löwdin charge in e.
CARTESIAN COORDINATES (ANGSTROEM)
H1 2.994 2.809 6.303  0.103
C1 3.332 -0.334 6.359  -0.198
H2 -5.674 1.247 -5.095  0.125
H3 5.538 -2.392 -0.865  0.130
H4 1.263 -2.098 7.181  0.115
H5 -2.844 1.730 -6.146  0.130
C2 5.023 -4.384 -3.017  -0.165
C3 -0.768 -2.395 1.299  -0.238
H6 -1.703 -2.752 -0.568  0.060
H7 -6.316 3.450 -5.739  0.128
H8 -0.826 3.290 4.287  0.102
C4 0.789 -4.323 -3.270  -0.139
H9 4.355 -0.566 6.694  0.094
C5 -3.104 2.144 -4.073  -0.131
C6 0.303 -0.900 5.736  -0.383
H10 3.544 -6.380 -3.157  0.129
C7 -5.238 3.254 -5.698  -0.167
H11 3.068 -5.501 -4.610  0.132
C8 -4.644 6.047 -3.299  -0.161
C9 -0.430 -0.810 4.500  -0.150
C10 2.900 -3.279 -2.432  -0.084
H12 1.052 -6.413 -3.769  0.115
H13 3.398 -0.621 -0.349  0.134
H14 3.399 0.567 4.382  0.102
H15 -2.833 -2.346 0.743  0.088
H16 2.844 -1.616 4.637  0.094
H17 -1.591 0.739 -3.585  0.117
H18 -2.443 -0.638 3.861  0.099
C11 -0.564 2.233 4.454  -0.210
H19 0.707 2.237 2.712  0.093
C12 -4.086 5.282 -2.105  -0.141
H20 1.438 -6.028 -2.094  0.128
H21 6.750 -3.190 -2.737  0.115
H22 -1.631 1.304 2.810  0.091
H23 -2.133 4.001 -0.779  0.134
H24 0.987 0.894 3.794  0.097
C13 0.784 1.975 3.778  -0.220
C14 -1.699 1.363 3.905  -0.201
H25 -6.408 4.907 -3.819  0.139
H26 5.367 -5.031 -2.186  0.140
H27 -3.430 0.358 -5.207  0.121
H28 -0.528 2.323 -0.218  0.132
C15 -2.395 3.490 -1.709  0.029
H29 5.303 -4.893 -3.948  0.126
C16 -0.817 1.716 -1.076  0.043
O1 0.102 -0.036 6.614  -0.040
H30 -5.323 6.827 -2.954  0.117
C17 -3.380 4.031 -2.511  -0.138
C18 0.660 -0.204 -0.424  0.052
C19 1.964 2.721 4.410  -0.215
H31 -0.464 2.081 5.537  0.107
N1 -4.738 3.880 -4.499  -0.064
H32 -2.645 1.871 4.146  0.098
H33 4.468 1.301 5.575  0.098
H34 -0.286 -2.177 -1.972  0.104
C20 -1.856 -2.110 0.301  -0.071
C21 2.478 2.051 5.696  -0.207
C22 3.455 0.889 5.431  -0.202
C23 1.446 -1.270 -1.023  -0.203
H35 5.607 -2.505 -3.894  0.120
H36 -2.089 -0.039 5.512  0.115
C24 5.689 -3.024 -2.930  -0.161
C25 -3.526 1.443 -5.330  -0.138
H37 -3.384 5.917 -1.553  0.123
H38 0.756 -4.043 -4.335  0.130
H39 1.628 1.696 6.299  0.091
C26 2.868 -1.348 -0.962  0.049
C27 -2.094 1.648 -3.257  0.045
H40 -5.573 5.626 -5.197  0.128
H41 -0.888 -3.398 1.732  0.134
H42 1.073 -2.932 5.597  0.104
C28 -3.760 3.359 -3.713  -0.078
H43 -0.609 -0.077 -2.128  0.103
H44 1.655 3.746 4.655  0.101
H45 0.237 -2.326 0.876  0.089
H46 0.946 0.196 0.555  0.146
C29 -0.280 0.445 -1.217  -0.092
N2 3.584 -4.313 -2.996  -0.069
C30 -4.963 1.767 -5.750  -0.160
C31 3.594 -2.243 -1.737  -0.132
H47 3.412 -2.438 6.074  0.098
H48 -4.798 3.763 -6.577  0.138
C32 1.479 -3.248 -2.496  -0.135
O2 -0.895 -1.404 2.334  -0.053
H49 -1.859 -1.066 -0.020  0.059
H50 -0.246 -4.423 -2.931  0.119
H51 -4.908 5.034 -1.414  0.135
C33 1.508 -5.662 -3.126  -0.160
H52 2.775 2.767 3.669  0.100
C34 1.328 -1.987 6.090  -0.132
H53 -3.828 6.534 -3.845  0.124
C35 2.967 -5.514 -3.510  -0.166
H54 5.365 -1.098 -2.039  0.123
O3 0.963 -2.299 3.246  0.021
H55 2.766 -0.071 7.262  0.109
C36 -1.737 -0.069 4.468  -0.168
C37 5.084 -2.140 -1.835  -0.141
H56 -5.152 1.428 -6.770  0.117
C38 -0.013 -1.570 3.351  -0.512
C39 0.795 -2.231 -1.850  0.014
C40 -5.408 5.130 -4.233  -0.163
C41 2.762 -1.624 5.731  -0.205
C42 -1.744 2.272 -2.017  -0.200


Which value of max |F| does entry 1 give?
0.101 hartree/bohr